# 1
{"formula": "C4H8O3", "method": "ωB97M-V with the def2-TZVPD basis set", "smiles": "CCOC(=O)CO", "de_lowest_kcal_mol": 41.8, "e_lumo_ev": 0.84, "species": ["C", "C", "O", "C", "O", "C", "O", "H", "H", "H", "H", "H", "H", "H", "H"], "coordinates": [[-2.27857, -0.14825, 0.48729], [-1.31797, -0.51345, -0.76149], [-0.07662, 0.20818, -0.89145], [0.92994, -0.09024, -0.06110], [0.87905, -0.93145, 0.80313], [2.17255, 0.77694, -0.29071], [3.13715, 0.49458, 0.68536], [-2.05775, -0.66693, 1.45071], [-2.20173, 0.91118, 0.64429], [-3.31599, -0.44578, 0.25321], [-1.79715, -0.33042, -1.72417], [-1.30965, -1.44797, -0.26840], [2.56222, 0.58716, -1.30323], [1.87101, 1.83391, -0.25104], [2.80351, -0.23745, 1.22759]]}

# 2
{"formula": "C4H8O3", "method": "ωB97M-V with the def2-TZVPD basis set", "smiles": "C[C@@H](O)COC=O", "de_lowest_kcal_mol": 21.1, "e_lumo_ev": 0.91, "species": ["C", "C", "O", "C", "O", "C", "O", "H", "H", "H", "H", "H", "H", "H", "H"], "coordinates": [[-1.66456, 1.01296, -0.40641], [-0.18322, 0.66278, -0.49918], [0.56262, 1.31592, 0.50549], [0.01307, -0.85503, -0.45842], [1.40502, -1.18472, -0.34567], [1.89679, -1.20276, 0.89283], [1.27061, -1.03262, 1.91134], [-2.23669, 0.62686, -1.25718], [-1.77220, 2.10024, -0.37689], [-2.09824, 0.60420, 0.51461], [0.22759, 1.03876, -1.44352], [0.40083, 0.85967, 1.34491], [-0.32434, -1.31615, -1.38997], [-0.52840, -1.30106, 0.38270], [2.97335, -1.41642, 0.85727]]}

# 3
{"formula": "C4H8O3", "method": "ωB97M-V with the def2-TZVPD basis set", "smiles": "C[C@@H](O)COC=O", "de_lowest_kcal_mol": 22.6, "e_lumo_ev": 0.81, "species": ["C", "C", "O", "C", "O", "C", "O", "H", "H", "H", "H", "H", "H", "H", "H"], "coordinates": [[-0.85320, 0.18273, -1.38733], [0.48976, 0.10455, -0.68635], [1.40649, 0.91272, -1.41094], [0.42466, 0.64906, 0.74440], [-0.68833, 0.14568, 1.50269], [-0.64766, -1.14655, 1.83080], [0.23015, -1.92185, 1.54991], [-1.23240, 1.21026, -1.37557], [-1.58630, -0.46354, -0.89567], [-0.74559, -0.13759, -2.42679], [0.83058, -0.93760, -0.66159], [2.30111, 0.64027, -1.17400], [0.26758, 1.72894, 0.70114], [1.35367, 0.43546, 1.28530], [-1.55052, -1.40254, 2.40400]]}

Number 1: Kohn-Sham gap 11.3 eV. Number 2: Kohn-Sham gap 11.3 eV. Number 3: Kohn-Sham gap 11.3 eV.